C45H54CsN7S as an isolated structure, computed with ωB97M-V with the def2-TZVPD basis set.

Values from the calculation:
Total charge = -2
Electronic energy = -69354.1743 eV
Kohn-Sham gap = 0.1648 Ha
Highest occupied orbital energy = -0.0480 hartree
Relative energy (zero: lowest compared OMol25 entry of this formula, charge and spin) = 1.681 eV
LUMO = 0.1168 Ha

Positions of all 108 atoms, in Å:
Cs: -1.7781 0.1200 -0.5649
C: 0.0425 -1.6641 -4.3736
C: 0.5030 -2.9094 -3.6102
C: 0.0580 -3.0095 -2.1303
N: -1.2126 -2.4305 -1.7906
C: -2.3109 -3.1007 -1.9287
C: -2.4792 -4.3506 -2.5947
C: -3.4360 -5.3209 -2.3941
C: -4.3338 -5.4518 -1.3444
C: -4.5544 -4.5128 -0.3324
C: -4.2145 -3.1884 -0.3268
C: -3.5196 -2.4482 -1.3484
N: -3.7921 -1.2560 -1.7307
C: -4.9160 -0.5546 -1.1861
C: -5.3445 0.5974 -2.1010
C: -4.5282 1.8951 -1.9857
N: -3.1279 1.7468 -2.2500
C: -2.6524 1.9679 -3.4254
C: -3.3998 2.2246 -4.6202
C: -3.0500 2.9451 -5.7345
C: -1.9349 3.7557 -5.9252
C: -0.8258 3.8287 -5.0848
C: -0.4613 2.9747 -4.0773
C: -1.1690 1.8568 -3.5286
N: -0.6695 0.8008 -2.9903
C: 0.7152 0.4545 -3.0872
C: 0.9535 -0.4358 -4.3146
H: -0.9424 -1.3761 -4.0084
H: -0.0515 -1.9488 -5.4280
H: 1.5957 -2.9966 -3.6478
H: 0.0994 -3.7748 -4.1441
H: 0.7960 -2.4917 -1.5055
H: 0.0901 -4.0826 -1.8529
H: -1.7697 -4.5440 -3.3939
H: -3.4127 -6.1552 -3.0967
H: -4.8812 -6.3892 -1.2833
H: -5.1480 -4.8601 0.5115
H: -4.5443 -2.5935 0.5209
H: -4.6668 -0.1485 -0.1941
H: -5.7862 -1.2280 -1.0588
H: -6.3829 0.8605 -1.8652
H: -5.3026 0.2320 -3.1292
H: -4.6174 2.2713 -0.9588
H: -4.9985 2.6366 -2.6591
H: -4.3770 1.7552 -4.6497
H: -3.7822 2.9599 -6.5430
H: -1.9366 4.4079 -6.7955
H: -0.1125 4.6192 -5.3178
H: 0.5019 3.1654 -3.6069
H: 0.9825 -0.1107 -2.1904
H: 1.3977 1.3232 -3.1591
H: 2.0076 -0.7369 -4.3496
H: 0.7485 0.1725 -5.2012
C: 4.0893 -4.9014 1.7137
C: 3.7307 -4.1196 2.9841
C: 3.1593 -5.0810 4.0349
C: 5.0123 -3.5104 3.5598
C: 2.6924 -3.0751 2.5999
C: 1.4012 -3.4792 2.2436
C: 0.4878 -2.5217 1.8258
N: 0.7583 -1.2403 1.7414
C: 1.9818 -0.8218 2.0864
C: 2.9706 -1.7223 2.5188
C: 2.2057 0.6161 1.9784
C: 3.2336 1.2812 2.6686
C: 3.3525 2.6558 2.5888
C: 2.4108 3.3277 1.8008
C: 1.4501 2.5880 1.1267
N: 1.3437 1.2825 1.2003
C: 4.4172 3.4522 3.3294
C: 5.4616 2.5645 4.0116
C: 5.1553 4.3652 2.3406
C: 3.7276 4.3049 4.4025
H: 4.7891 -5.7041 1.9425
H: 4.5450 -4.2383 0.9817
H: 3.1981 -5.3303 1.2651
H: 3.9290 -5.7799 4.3616
H: 2.3307 -5.6571 3.6359
H: 2.8034 -4.5277 4.9008
H: 5.6860 -4.3084 3.8717
H: 4.7941 -2.8912 4.4270
H: 5.5318 -2.9082 2.8189
H: 1.1048 -4.5161 2.2742
H: -0.5157 -2.8064 1.5389
H: 3.9544 -1.3527 2.7572
H: 3.9095 0.7084 3.2820
H: 2.4137 4.4031 1.7148
H: 0.7243 3.0789 0.4925
H: 5.9476 1.9111 3.2905
H: 5.0119 1.9552 4.7914
H: 6.2254 3.1902 4.4728
H: 5.6080 3.7739 1.5475
H: 5.9411 4.9192 2.8531
H: 4.4799 5.0809 1.8832
H: 3.2438 3.6647 5.1366
H: 2.9652 4.9395 3.9603
H: 4.4541 4.9362 4.9134
S: -4.1495 1.5431 4.1204
C: -3.6424 2.9137 3.2613
C: -3.7944 4.1918 3.8534
C: -3.3806 5.3056 3.1743
C: -2.8189 5.1500 1.9044
C: -2.7298 3.8655 1.3911
N: -3.1204 2.7781 2.0295
H: -4.2466 4.2533 4.8354
H: -3.4999 6.2924 3.6140
H: -2.4717 6.0043 1.3391
H: -2.3308 3.6944 0.3947

---

A 10-piece molecular cluster, C45H54F6O6S3 overall, computed with ωB97M-V with the def2-TZVPD basis set.

Values from the calculation:
Total charge = 0
Electronic energy = -108632.7301 eV
Kohn-Sham gap = 0.3330 Ha
Highest occupied orbital energy = -0.3145 hartree
Relative energy (zero: lowest compared OMol25 entry of this formula, charge and spin) = 1.400 eV
LUMO = 0.0185 Ha

Positions of all 114 atoms, in Å:
F: 6.0069 23.9287 -9.5240
C: 5.7308 22.6516 -9.2604
C: 4.4083 22.2654 -9.1627
C: 4.0584 20.9305 -9.0538
C: 5.0552 19.9605 -9.0591
C: 6.3950 20.3498 -9.0838
C: 6.7295 21.6952 -9.1596
H: 3.5823 22.9672 -9.1687
H: 3.0202 20.6409 -9.1483
H: 4.8157 18.9123 -9.1804
H: 7.1028 19.5341 -9.0264
H: 7.7353 22.0988 -9.1160
F: 1.1533 14.0064 -12.6549
C: 1.0723 15.2331 -12.1146
C: 2.0011 15.6505 -11.1716
C: 1.8869 16.9301 -10.6361
C: 0.8126 17.7133 -11.0438
C: -0.1692 17.2798 -11.8965
C: 0.0110 16.0222 -12.4916
H: 2.8232 14.9665 -10.9982
H: 2.6536 17.3118 -9.9794
H: 0.7282 18.6692 -10.5308
H: -1.0199 17.8725 -12.1976
H: -0.7948 15.7220 -13.1498
F: -4.1338 19.6243 -8.0943
C: -3.4262 18.4788 -7.9531
C: -2.2736 18.3316 -8.6829
C: -1.5060 17.1827 -8.4074
C: -1.9992 16.1738 -7.5899
C: -3.1678 16.3599 -6.8572
C: -3.8947 17.5116 -7.0815
H: -1.9047 19.1603 -9.2724
H: -0.5899 17.0401 -8.9616
H: -1.3479 15.3488 -7.3255
H: -3.4945 15.5909 -6.1727
H: -4.7551 17.6643 -6.4395
F: -6.2462 22.3058 -14.0744
C: -5.6970 21.1282 -13.7523
C: -5.1010 20.9783 -12.4961
C: -4.2137 19.9412 -12.2682
C: -3.9132 19.0516 -13.3041
C: -4.6289 19.1115 -14.4807
C: -5.5257 20.1377 -14.7066
H: -5.3467 21.7010 -11.7271
H: -3.8361 19.8684 -11.2562
H: -3.2336 18.2290 -13.1219
H: -4.4801 18.3636 -15.2489
H: -6.0234 20.3101 -15.6546
F: -7.3037 25.4097 -10.5542
C: -6.1885 26.1406 -10.4531
C: -5.1129 25.8741 -11.3096
C: -3.9240 26.5484 -11.0929
C: -3.7973 27.5163 -10.1167
C: -4.8785 27.7960 -9.2864
C: -6.0867 27.1387 -9.5165
H: -5.2063 25.2008 -12.1521
H: -3.0740 26.2999 -11.7183
H: -2.8703 28.0603 -9.9965
H: -4.9334 28.5939 -8.5588
H: -7.0002 27.3357 -8.9637
F: 0.4445 20.9108 -9.3169
C: -0.6290 21.7006 -9.4279
C: -1.1485 22.2967 -8.2699
C: -2.1426 23.2502 -8.3036
C: -2.7856 23.4690 -9.5283
C: -2.3556 22.8334 -10.6613
C: -1.2694 21.9461 -10.6227
H: -0.6186 22.1347 -7.3375
H: -2.4455 23.7835 -7.4165
H: -3.6055 24.1693 -9.6366
H: -2.8795 23.0395 -11.5839
H: -1.0183 21.3909 -11.5201
C: -2.4463 22.4994 -15.0396
S: -2.8822 24.2535 -14.6813
O: -1.5859 25.0060 -14.4642
C: -3.3711 24.6669 -16.4092
H: -1.6664 22.3596 -15.7892
H: -3.3291 21.9226 -15.3229
H: -2.0500 22.0266 -14.1383
H: -2.6227 24.2713 -17.0897
H: -3.4003 25.7525 -16.3959
H: -4.3412 24.2180 -16.6166
C: 2.2455 22.5474 -5.9599
S: 2.3521 24.1793 -6.8081
O: 1.0169 24.4256 -7.4820
C: 2.3293 25.2329 -5.3547
H: 1.5431 22.6733 -5.1384
H: 3.2243 22.2325 -5.6073
H: 1.8216 21.8677 -6.6953
H: 2.3741 26.2676 -5.6934
H: 3.1943 24.9876 -4.7399
H: 1.3767 25.1496 -4.8317
C: -1.5001 24.0860 -4.6828
S: -1.0546 22.2759 -4.5632
O: -0.6651 21.9621 -3.1552
C: -2.6951 21.5841 -4.9885
H: -0.8616 24.6000 -3.9685
H: -2.5643 24.1517 -4.4860
H: -1.2081 24.4136 -5.6800
H: -2.7988 21.7970 -6.0574
H: -3.5261 22.0130 -4.4353
H: -2.6878 20.4939 -4.9956
C: -5.2244 26.1291 -4.1299
O: -6.1020 25.5409 -5.0366
C: -5.6360 24.6764 -5.9362
O: -4.5054 24.2803 -6.0137
O: -6.6657 24.3179 -6.6899
C: -6.4435 23.4399 -7.7725
H: -5.7955 26.7056 -3.3958
H: -4.5677 26.8978 -4.5503
H: -4.6573 25.4042 -3.5407
H: -5.3925 23.3079 -8.0260
H: -6.9782 23.7593 -8.6661
H: -6.8791 22.4666 -7.5333

---

C45H54FeN3 as an isolated structure, computed with ωB97M-V with the def2-TZVPD basis set.

Values from the calculation:
Total charge = -1
Electronic energy = -86393.2568 eV
Kohn-Sham gap (alpha / beta) = 0.0916 / 0.1544 Ha
Highest occupied orbital energy (alpha / beta) = -0.0114 / -0.1051 hartree
⟨S²⟩ = 6.10
Relative energy (zero: lowest compared OMol25 entry of this formula, charge and spin) = 1.609 eV
2S+1 = 5
LUMO (alpha / beta) = 0.0802 / 0.0494 Ha

Positions of all 103 atoms, in Å:
C: 2.2030 -0.4399 -4.8396
C: 2.5873 0.5459 -3.7447
C: 3.1957 1.8195 -4.3343
C: 3.4783 -0.1563 -2.7249
C: 4.8624 -0.1675 -2.8776
C: 5.6668 -0.8828 -1.9876
C: 5.0913 -1.5751 -0.9252
C: 3.7059 -1.5714 -0.7419
C: 3.0991 -2.3369 0.4343
C: 3.5117 -1.7291 1.7703
C: 3.4275 -3.8288 0.3611
C: 2.9044 -0.8889 -1.6677
N: 1.4658 -0.9004 -1.4999
N: 0.6613 -1.6940 -2.2367
N: -0.6033 -1.3568 -1.8442
C: -1.7267 -2.2193 -2.1465
C: -2.1087 -3.2312 -1.2472
C: -1.2720 -3.5382 -0.0052
C: -0.0801 -4.4090 -0.3873
C: -2.0779 -4.1742 1.1307
C: -3.2095 -4.0278 -1.5700
C: -3.9049 -3.8246 -2.7630
C: -3.5113 -2.8233 -3.6498
C: -2.4159 -2.0144 -3.3486
C: -1.9389 -0.9619 -4.3494
C: -3.0896 -0.1893 -4.9988
C: -1.0555 -1.6205 -5.4049
C: -0.5749 -0.3983 -0.8380
C: -1.7646 0.1352 -0.2246
C: -1.7753 0.4411 1.1596
C: -2.9224 0.9387 1.7729
C: -4.0836 1.1531 1.0191
C: -4.0837 0.8804 -0.3580
C: -2.9415 0.3915 -0.9770
C: 0.7494 -0.1156 -0.5770
C: 1.3267 0.7025 0.3813
H: 1.7528 -1.3363 -4.3967
H: 1.4855 0.0075 -5.5373
H: 3.0950 -0.7402 -5.4084
H: 1.6722 0.8391 -3.2120
H: 3.5494 2.4879 -3.5425
H: 4.0313 1.5907 -5.0066
H: 2.4312 2.3535 -4.9100
H: 5.3150 0.3851 -3.7044
H: 6.7484 -0.8957 -2.1225
H: 5.7130 -2.1303 -0.2186
H: 2.0134 -2.2304 0.3420
H: 3.1605 -0.6942 1.8348
H: 3.0706 -2.2965 2.5979
H: 4.6033 -1.7366 1.8827
H: 3.0692 -4.2494 -0.5864
H: 4.5094 -3.9974 0.4278
H: 2.9372 -4.3662 1.1815
H: -0.8861 -2.5800 0.3713
H: 0.5222 -3.9224 -1.1653
H: 0.5603 -4.6054 0.4825
H: -0.4293 -5.3740 -0.7835
H: -2.9588 -3.5685 1.3720
H: -2.4070 -5.1863 0.8649
H: -1.4596 -4.2448 2.0338
H: -3.5154 -4.8284 -0.8914
H: -4.7537 -4.4579 -3.0087
H: -4.0455 -2.6629 -4.5897
H: -1.3263 -0.2438 -3.7876
H: -3.7963 0.1784 -4.2456
H: -2.6928 0.6753 -5.5449
H: -3.6336 -0.8249 -5.7082
H: -0.2679 -2.2208 -4.9327
H: -1.6577 -2.2876 -6.0362
H: -0.5835 -0.8657 -6.0454
H: -0.8557 0.2756 1.7211
H: -2.9080 1.1599 2.8415
H: -4.9809 1.5408 1.5052
H: -4.9825 1.0654 -0.9478
H: -2.9157 0.2133 -2.0556
H: 0.6613 1.4226 0.8273
H: 2.4070 0.7464 0.4239
C: -0.1271 0.8920 4.4362
C: 0.3012 2.0481 3.6341
C: 0.6452 3.2653 4.2306
C: 0.8902 4.5818 3.5836
C: 1.0863 5.5712 4.6085
C: 0.9269 4.9310 5.9054
C: 0.6231 3.5413 5.6943
Fe: -0.6781 4.6450 4.7580
C: -2.3982 3.7140 5.0989
C: -2.3752 4.2901 3.7654
C: -2.1023 5.7085 3.8944
C: -1.9608 6.0175 5.3076
C: -2.1460 4.7829 6.0541
H: -0.7105 0.1898 3.8309
H: 0.7426 0.3282 4.8183
H: -0.7499 1.1692 5.3056
H: 0.4962 1.9152 2.5814
H: 0.9925 4.7109 2.5076
H: 1.3753 6.6087 4.4455
H: 1.0645 5.4065 6.8757
H: 0.4794 2.7680 6.4405
H: -2.6767 2.6918 5.3413
H: -2.6307 3.7666 2.8466
H: -2.1115 6.4329 3.0831
H: -1.8328 7.0096 5.7346
H: -2.1715 4.6868 7.1360

---

C45H54N2OP4Sc as an isolated structure, computed with ωB97M-V with the def2-TZVPD basis set.

Values from the calculation:
Total charge = +1
Electronic energy = -110394.9786 eV
Kohn-Sham gap (alpha / beta) = 0.1976 / 0.1818 Ha
Highest occupied orbital energy (alpha / beta) = -0.3117 / -0.2958 hartree
LUMO (alpha / beta) = -0.1141 / -0.1140 Ha

Positions of all 107 atoms, in Å:
Sc: -0.4180 0.5515 0.4103
C: -4.5956 -0.9427 -0.4497
C: -3.4831 -1.6403 -1.2573
P: -1.7902 -1.3888 -0.5606
C: -1.7835 -2.4583 0.9116
C: -2.2482 -3.7701 0.8702
C: -2.2233 -4.5651 2.0162
C: -1.7323 -4.0624 3.2169
C: -1.2480 -2.7616 3.2859
C: -1.2504 -1.9685 2.1496
C: -0.8768 -1.7211 -2.0848
C: -0.8623 -0.8427 -3.1422
C: -0.1353 -1.1389 -4.3199
C: 0.6148 -2.3623 -4.4881
C: 0.6888 -3.3104 -3.5136
C: -0.0596 -3.0605 -2.2618
C: -4.4905 0.6003 -0.4832
P: -2.9429 1.2416 0.2959
C: -2.8244 2.7778 -0.7375
C: -1.6566 3.0701 -1.4513
C: -1.5880 4.2354 -2.2149
C: -2.6707 5.1031 -2.2724
C: -3.8319 4.8141 -1.5674
C: -3.9105 3.6595 -0.8039
C: -3.4012 1.3353 2.0524
C: -3.6160 0.1938 2.8194
C: -3.9681 0.3006 4.1594
C: -4.1107 1.5498 4.7464
C: -3.9012 2.6955 3.9903
C: -3.5495 2.5897 2.6520
H: -4.6434 -1.3362 0.5707
H: -5.5480 -1.2028 -0.9279
H: -3.5091 -1.1914 -2.2550
H: -3.6886 -2.7079 -1.3828
H: -2.6326 -4.1953 -0.0484
H: -2.5917 -5.5816 1.9719
H: -1.7262 -4.6869 4.1004
H: -0.8717 -2.3679 4.2207
H: -0.8625 -0.9406 2.2327
H: -1.4164 0.0890 -3.0784
H: -0.1518 -0.4259 -5.1307
H: 1.1378 -2.5330 -5.4181
H: 1.2463 -4.2271 -3.6329
H: -0.0454 -3.9404 -1.2488
H: -5.3640 1.0812 -0.0334
H: -4.4678 0.8682 -1.5458
H: -0.7045 2.2793 -1.3802
H: -0.6865 4.4709 -2.7708
H: -2.6103 6.0059 -2.8672
H: -4.6747 5.4915 -1.6119
H: -4.8224 3.4522 -0.2547
H: -3.5190 -0.7928 2.3925
H: -4.1331 -0.5945 4.7455
H: -4.3858 1.6303 5.7898
H: -4.0126 3.6713 4.4448
H: -3.3891 3.4936 2.0768
C: 0.9300 -2.3997 -1.6000
P: 1.2645 -1.4378 -0.1260
C: 2.8316 -0.6376 -0.5603
N: 3.6407 -1.2481 -1.4053
C: 4.7841 -0.6048 -1.7206
C: 5.6900 -1.1938 -2.6248
C: 6.8532 -0.5593 -2.9657
C: 7.1616 0.7029 -2.4074
C: 6.2979 1.2918 -1.5244
C: 5.0933 0.6585 -1.1604
N: 4.2512 1.2669 -0.2962
C: 3.1228 0.6371 -0.0201
P: 1.9145 1.4314 1.0979
C: 3.0137 2.0512 2.4142
C: 1.4055 3.0409 0.1966
C: 0.4121 3.8196 1.0855
C: 2.5600 4.0020 -0.1110
C: 0.7005 2.6596 -1.1423
C: 1.7589 -2.7824 1.1181
C: 2.0808 -2.1048 2.4583
C: 2.9687 -3.6179 0.6924
C: 0.5825 -3.7344 1.3268
H: 1.7466 -3.1188 -1.8826
H: 0.7872 -1.7212 -2.4389
H: -0.2569 -3.1140 -1.3725
H: 5.4512 -2.1599 -3.0519
H: 7.5354 -1.0256 -3.6649
H: 8.0803 1.2069 -2.6786
H: 6.5311 2.2599 -1.0985
H: 3.8564 2.6259 2.0313
H: 3.4186 1.2102 2.9810
H: 2.4586 2.6776 3.1141
H: 0.8748 4.1399 2.0238
H: -0.5862 3.1803 1.3858
H: 0.0548 4.7199 0.5735
H: 3.0771 4.3268 0.7925
H: 2.1813 4.9056 -0.5996
H: 3.2977 3.5663 -0.7864
H: -0.2215 1.8917 -0.9439
H: 1.3936 2.1644 -1.8366
H: 0.3362 3.5404 -1.6331
H: 2.9605 -1.4590 2.3848
H: 2.2968 -2.8543 3.2250
H: 1.2500 -1.4995 2.8238
H: 3.8740 -3.0148 0.5978
H: 2.8072 -4.1330 -0.2559
H: 3.1769 -4.3854 1.4429
H: -0.3548 -3.1819 1.6065
H: 0.8139 -4.4541 2.1162
H: 0.3619 -4.3166 0.4174
O: -0.5821 2.2479 1.0757